C3H7N3O2S2 in the gas phase at a distorted geometry, computed with ωB97M-V/def2-TZVPD.

Properties
Energy above the lowest of the compared OMol25 structures with the same formula, charge and spin in kcal per mole: 25.1
SMILES: N[S@]1(=O)=NSCC/N=C\O1
LUMO energy in eV: 0.318
Total energy in hartree: -1229.48273

CARTESIAN COORDINATES (ANGSTROEM)
C1 -0.719 -1.790 -0.387
C2 -1.378 0.412 -1.087
C3 -1.034 1.385 0.104
N1 -1.623 -0.962 -0.706
N2 1.593 1.151 -0.646
N3 1.258 -0.254 1.650
O1 2.868 -0.934 -0.205
O2 0.632 -1.585 -0.422
S1 0.509 2.400 -0.170
S2 1.693 -0.212 0.031
H1 -0.907 -2.748 -0.124
H2 -2.274 0.833 -1.370
H3 -0.628 0.316 -1.990
H4 -1.852 2.191 0.077
H5 -0.783 0.750 0.900
H6 1.690 0.209 2.388
H7 0.954 -1.161 1.955

=====

5 unconnected molecules or ions with the total composition C47H68BBrClN7O16P at a distorted geometry, computed with ωB97M-V/def2-TZVPD.

Properties
LUMO energy in eV: -2.684
Total energy in hartree: -6818.32106
Net charge: +1

CARTESIAN COORDINATES (ANGSTROEM)
C1 8.950 -1.938 1.623
C2 7.474 -1.826 2.379
O1 6.669 -0.902 1.540
C3 5.429 -0.512 2.194
C4 4.029 -0.818 1.328
C5 4.131 -2.102 0.333
C6 3.197 -3.408 0.776
N1 3.863 -4.219 1.888
C7 2.924 -1.016 2.575
O2 1.530 -0.891 2.163
C8 1.191 0.424 1.612
C9 -0.429 0.343 1.219
C10 -1.086 -1.151 1.583
C11 -2.690 -1.042 1.141
P1 -3.279 -2.469 0.016
O3 -2.146 -3.467 -0.453
O4 -4.441 -3.436 0.934
C12 -5.804 -2.899 0.733
C13 -6.710 -3.358 2.057
O5 -3.996 -1.815 -1.469
C14 -2.897 -1.311 -2.319
C15 -2.525 -2.331 -3.550
C16 1.272 1.673 2.689
C17 0.743 1.172 4.195
O6 -0.478 0.696 4.444
Br1 1.976 1.315 5.804
C18 2.173 0.625 0.286
Cl1 1.970 2.466 -0.128
C19 1.685 -0.153 -1.052
O7 1.163 -1.525 -0.845
C20 1.319 -2.357 -2.047
C21 0.805 -3.898 -1.672
N2 3.623 0.497 0.681
B1 4.620 1.021 -0.367
O8 5.262 2.369 -0.168
N3 5.006 0.309 -1.650
C22 4.925 1.385 -2.751
C23 6.438 -0.195 -1.622
H1 8.912 -1.276 0.633
H2 9.189 -3.045 1.289
H3 9.808 -1.457 2.286
H4 6.956 -2.886 2.471
H5 7.603 -1.406 3.488
H6 5.353 -1.157 3.197
H7 5.527 0.599 2.539
H8 5.222 -2.576 0.230
H9 3.820 -1.887 -0.800
H10 3.195 -4.131 -0.174
H11 2.079 -3.143 0.979
H12 3.081 -4.569 2.485
H13 4.398 -5.037 1.471
H14 3.123 -2.028 3.177
H15 3.234 -0.168 3.358
H16 -0.669 0.699 0.133
H17 -1.039 1.088 1.928
H18 -1.076 -1.332 2.753
H19 -0.536 -2.038 1.060
H20 -2.882 -0.030 0.547
H21 -3.402 -1.015 2.092
H22 -5.760 -1.729 0.678
H23 -6.291 -3.338 -0.243
H24 -7.182 -2.425 2.603
H25 -7.537 -4.133 1.708
H26 -5.974 -3.976 2.762
H27 -3.200 -0.267 -2.795
H28 -1.903 -1.118 -1.691
H29 -1.438 -2.115 -3.945
H30 -3.258 -2.253 -4.473
H31 -2.576 -3.451 -3.182
H32 2.341 2.103 2.868
H33 0.569 2.570 2.398
H34 0.759 0.465 -1.489
H35 2.442 -0.228 -1.937
H36 2.435 -2.361 -2.465
H37 0.644 -1.973 -2.941
H38 -0.141 -4.127 -2.321
H39 1.711 -4.616 -1.853
H40 0.540 -3.948 -0.509
H41 3.735 1.205 1.472
H42 6.269 2.209 -0.108
H43 4.073 2.178 -2.488
H44 5.957 1.969 -2.781
H45 4.739 0.928 -3.814
H46 6.556 -1.240 -1.066
H47 6.736 -0.419 -2.753
H48 7.223 0.609 -1.246
C24 2.612 2.810 -8.375
C25 1.273 2.492 -8.140
C26 0.938 1.290 -7.514
C27 1.957 0.412 -7.120
C28 3.302 0.725 -7.361
C29 3.624 1.929 -7.991
N4 1.613 -0.841 -6.437
O9 0.412 -1.091 -6.259
O10 2.544 -1.575 -6.075
H49 2.868 3.751 -8.859
H50 0.489 3.183 -8.444
H51 -0.110 1.057 -7.338
H52 4.102 0.051 -7.065
H53 4.665 2.182 -8.180
C30 2.244 -3.763 9.187
C31 2.039 -3.542 7.824
C32 3.073 -3.036 7.034
C33 4.315 -2.757 7.620
C34 4.521 -2.971 8.990
C35 3.479 -3.475 9.770
N5 5.413 -2.249 6.790
O11 5.185 -2.055 5.587
O12 6.506 -2.046 7.339
H54 1.437 -4.164 9.797
H55 1.073 -3.768 7.376
H56 2.897 -2.869 5.973
H57 5.478 -2.755 9.459
H58 3.630 -3.647 10.834
C36 -6.555 3.459 -2.275
C37 -6.328 4.788 -2.637
C38 -5.215 5.122 -3.412
C39 -4.335 4.112 -3.824
C40 -4.556 2.778 -3.456
C41 -5.670 2.457 -2.679
N6 -3.177 4.454 -4.660
O13 -3.006 5.647 -4.949
O14 -2.441 3.529 -5.032
H59 -7.426 3.202 -1.676
H60 -7.020 5.563 -2.318
H61 -5.052 6.162 -3.685
H62 -3.878 1.985 -3.765
H63 -5.852 1.424 -2.390
C42 -12.156 4.533 1.695
C43 -12.361 4.755 0.332
C44 -11.327 5.261 -0.458
C45 -10.085 5.539 0.129
C46 -9.879 5.326 1.498
C47 -10.921 4.822 2.279
N7 -8.987 6.048 -0.702
O15 -9.215 6.242 -1.905
O16 -7.894 6.250 -0.153
H64 -12.963 4.133 2.306
H65 -13.327 4.529 -0.115
H66 -11.503 5.428 -1.519
H67 -8.922 5.542 1.967
H68 -10.770 4.649 3.342

=====

Question: Look up the LUMO energy of the first one.
Answer: 0.318 eV